(1)
86
Properties=species:S:1:pos:R:3:lowdin_charge:R:1 method="wB97M-V/def2-TZVPD" total_charge=-2 fmax_ev_per_a=7.43
Li 3.283 -0.904 -1.244 0.75
Li 3.204 1.855 3.557 0.71
C -3.183 -0.495 3.248 -0.55
F -1.834 -0.286 3.498 0.08
F -4.019 0.287 3.984 0.12
F -3.312 -0.208 1.938 0.10
S -3.729 -2.343 3.446 0.69
O -5.161 -2.403 3.248 -0.31
O -2.877 -3.085 2.509 -0.34
N -3.475 -2.604 5.187 -0.29
S -3.518 -4.153 5.298 0.52
O -3.893 -4.548 6.656 -0.34
O -4.268 -4.903 4.304 -0.34
C -1.653 -4.761 5.105 -0.63
F -0.742 -3.826 5.425 0.11
F -1.683 -5.615 6.081 0.12
F -1.417 -5.289 3.862 0.09
C 0.728 -1.906 1.007 -0.56
F 0.248 -2.470 -0.122 0.12
F -0.110 -2.165 2.051 0.15
F 1.923 -2.407 1.311 0.13
S 0.838 0.013 0.630 0.74
O -0.538 0.476 0.821 -0.26
O 1.807 0.518 1.537 -0.30
N 1.522 0.005 -1.025 -0.41
S 0.388 0.615 -1.911 0.62
O -0.708 -0.373 -2.090 -0.29
O -0.040 1.946 -1.519 -0.28
C 1.288 0.735 -3.621 -0.58
F 2.218 1.669 -3.391 0.12
F 1.755 -0.446 -3.995 0.15
F 0.366 1.193 -4.566 0.12
C 1.520 0.669 -7.755 -0.66
F 0.494 -0.032 -7.281 0.13
F 2.485 0.903 -6.822 0.09
F 2.207 0.136 -8.732 0.15
S 0.719 2.298 -8.385 0.71
O 0.618 3.287 -7.307 -0.33
O 1.517 2.642 -9.546 -0.33
N -0.844 1.772 -9.055 -0.30
S -1.573 3.084 -9.372 0.48
O -0.848 4.322 -9.565 -0.32
O -2.407 2.716 -10.474 -0.32
C -2.675 3.389 -7.815 -0.64
F -1.931 3.900 -6.831 0.11
F -3.525 4.367 -8.168 0.10
F -3.348 2.299 -7.445 0.13
C 1.227 3.415 6.039 -0.69
F 0.344 3.966 6.941 0.13
F 1.648 4.212 5.135 0.18
F 2.279 2.969 6.669 0.14
S 0.505 1.861 5.180 0.75
O -0.441 1.242 6.171 -0.27
O -0.136 2.368 4.014 -0.28
N 2.035 1.004 4.755 -0.40
S 1.878 -0.261 5.606 0.56
O 2.275 -0.035 7.021 -0.32
O 0.710 -1.140 5.458 -0.28
C 3.295 -1.420 4.868 -0.66
F 3.288 -1.470 3.544 0.12
F 4.538 -1.048 5.266 0.10
F 3.027 -2.579 5.400 0.16
O -2.174 2.445 1.942 -0.05
H -1.774 1.803 1.356 -0.02
H -1.454 2.742 2.499 -0.01
O 3.070 -2.943 -1.399 -0.09
H 2.803 -3.549 -0.708 -0.01
H 2.883 -3.411 -2.213 0.07
O 2.606 -5.127 0.299 -0.02
H 2.564 -6.044 0.027 0.06
H 3.405 -5.068 0.823 0.06
O -4.150 -1.448 -2.894 -0.08
H -4.486 -1.148 -2.049 0.02
H -3.241 -1.692 -2.718 -0.03
O -1.517 4.328 -1.018 -0.06
H -2.054 4.419 -1.805 0.03
H -1.092 3.477 -1.115 -0.03
O 3.020 3.384 2.337 -0.08
H 2.507 4.181 2.210 0.07
H 3.146 3.036 1.454 0.00
O -2.303 -2.689 -1.666 -0.05
H -2.532 -3.401 -1.069 0.06
H -1.850 -2.050 -1.117 0.01
O 3.605 1.945 -0.282 -0.05
H 3.853 2.455 -1.053 0.06
H 2.876 1.401 -0.580 -0.05

(2)
26
Properties=species:S:1:pos:R:3:lowdin_charge:R:1 method="wB97M-V/def2-TZVPD" total_charge=0 fmax_ev_per_a=3.90
C 0.908 0.677 -1.307 -0.70
C 1.972 -1.362 -0.225 -0.59
C -0.258 -0.212 1.455 0.01
C 1.762 0.082 -0.195 -0.46
C 3.125 -3.163 0.658 -0.07
C -2.976 -0.066 -1.154 -0.11
C -1.947 3.221 0.260 -0.07
N -0.332 1.022 -1.069 0.01
O 1.578 0.900 -2.277 0.08
O 1.084 -2.122 -0.649 0.06
O 3.077 -1.801 0.309 -0.10
O -2.617 0.423 0.126 -0.29
O -1.163 2.249 1.082 -0.26
P -1.080 0.843 0.379 0.58
Br 3.147 1.162 0.534 0.84
H -0.495 -1.294 1.223 0.09
H -0.005 0.161 2.366 0.01
H 2.128 -3.731 0.983 0.14
H 3.908 -3.067 1.565 0.13
H 3.652 -3.737 -0.195 0.11
H -2.897 0.779 -1.829 0.07
H -3.995 -0.510 -0.887 0.12
H -2.222 -0.868 -1.334 0.09
H -1.202 4.087 0.099 0.11
H -2.831 3.549 0.864 0.09
H -2.322 2.775 -0.782 0.11

(3)
91
Properties=species:S:1:pos:R:3:lowdin_charge:R:1 method="wB97M-V/def2-TZVPD" total_charge=-1 fmax_ev_per_a=1.81
Lu -0.805 -0.142 0.516 1.69
C 1.304 -2.942 1.988 -0.18
Si 1.405 -1.432 3.168 0.50
C 0.096 -1.694 4.544 -0.17
C 3.085 -1.579 4.099 -0.18
C 1.084 0.133 2.159 -0.45
C 0.244 1.104 2.887 -0.45
C 0.504 1.560 4.190 -0.06
C -0.320 2.491 4.776 -0.06
C -1.425 2.957 4.068 -0.07
C -1.622 2.477 2.788 -0.12
N -0.811 1.597 2.204 0.00
Si 2.624 1.079 1.630 0.50
C 2.069 2.668 0.712 -0.17
C 3.798 -0.048 0.621 -0.17
C 3.768 1.816 3.000 -0.18
H 1.239 -3.876 2.538 0.02
H 2.184 -2.997 1.357 0.01
H 0.426 -2.867 1.346 0.00
H 0.123 -2.708 4.930 0.03
H -0.893 -1.509 4.145 0.01
H 0.246 -1.018 5.379 0.02
H 3.147 -2.505 4.664 0.02
H 3.233 -0.761 4.798 0.01
H 3.917 -1.568 3.402 0.01
H 1.368 1.176 4.707 0.10
H -0.110 2.864 5.771 0.11
H -2.110 3.666 4.507 0.10
H -2.470 2.805 2.197 0.11
H 1.024 2.582 0.424 -0.01
H 2.651 2.881 -0.177 0.02
H 2.155 3.530 1.367 0.03
H 3.300 -0.960 0.311 0.00
H 4.660 -0.325 1.218 0.02
H 4.168 0.455 -0.266 0.02
H 3.226 2.531 3.611 0.01
H 4.614 2.336 2.557 0.03
H 4.163 1.047 3.654 0.00
O -3.929 2.775 -5.285 -0.03
C -3.412 3.485 -4.424 -0.71
O -3.328 4.711 -4.315 -0.05
C -2.719 2.697 -3.238 -0.07
C -2.159 3.412 -2.185 0.00
C -1.522 2.728 -1.169 -0.13
N -1.407 1.398 -1.140 -0.04
C -1.978 0.698 -2.137 -0.18
C -2.633 1.312 -3.198 0.07
C -1.872 -0.838 -2.087 -0.60
O -2.292 -1.477 -3.040 0.06
O -1.328 -1.343 -1.046 -0.20
H -2.229 4.489 -2.193 0.11
H -1.069 3.259 -0.335 0.10
H -3.069 0.718 -3.989 0.13
C -2.746 -3.649 2.741 0.00
C -2.760 -2.268 2.113 -0.34
O -1.651 -1.754 1.846 -0.14
C -4.010 -1.631 1.843 -0.09
C -5.243 -2.211 2.210 -0.05
C -6.433 -1.597 1.941 -0.11
C -6.447 -0.388 1.226 -0.08
C -5.285 0.201 0.837 0.00
C -4.010 -0.361 1.155 -0.32
O -2.955 0.270 0.841 -0.17
H -1.713 -3.979 2.824 0.08
H -3.303 -4.336 2.112 0.09
H -3.193 -3.632 3.733 0.09
H -5.252 -3.160 2.727 0.10
H -7.365 -2.039 2.259 0.09
H -7.393 0.070 0.976 0.10
H -5.279 1.122 0.275 0.12
S 4.567 -0.315 -4.404 0.97
C 3.193 -0.249 -3.263 -0.51
C 2.716 -1.404 -2.657 -0.06
C 1.702 -1.288 -1.723 -0.13
N 1.145 -0.126 -1.379 0.04
C 1.569 0.963 -2.020 -0.13
C 2.599 0.963 -2.943 -0.06
C 3.609 -0.773 -5.857 -0.51
C 2.965 0.199 -6.604 -0.07
C 2.259 -0.212 -7.725 -0.14
N 2.173 -1.474 -8.108 0.06
C 2.781 -2.392 -7.379 -0.15
C 3.518 -2.100 -6.241 -0.08
H 3.145 -2.366 -2.889 0.11
H 1.315 -2.169 -1.228 0.12
H 1.070 1.888 -1.771 0.10
H 2.938 1.884 -3.393 0.11
H 3.016 1.240 -6.326 0.10
H 1.749 0.508 -8.352 0.11
H 2.683 -3.412 -7.727 0.10
H 4.010 -2.876 -5.675 0.10

(4)
94
Properties=species:S:1:pos:R:3:lowdin_charge:R:1 method="wB97M-V/def2-TZVPD" total_charge=+2 fmax_ev_per_a=7.70
C 1.288 3.466 4.672 -0.13
C 0.459 2.303 3.893 -0.19
O 1.277 1.319 3.197 0.02
B 1.768 1.794 1.915 -0.51
O 2.848 2.821 1.949 -0.20
C 1.205 1.190 0.526 -0.15
C 2.163 1.042 -0.754 -0.65
I 3.666 -0.527 -0.579 0.92
N 1.186 0.468 -1.764 0.01
C -0.223 0.728 -1.394 -0.33
O -1.258 0.234 -1.910 0.08
C -0.077 1.853 -0.209 -0.21
C -1.407 1.793 0.730 -0.05
C -2.215 3.191 0.871 -0.17
O -1.436 4.291 1.391 -0.20
C -2.043 4.924 2.555 -0.07
C -1.983 6.554 2.258 -0.31
F -0.807 6.961 1.506 -0.02
F -2.142 7.251 3.504 0.05
F -3.158 6.813 1.464 0.07
C 0.157 3.194 -1.136 -0.05
C -0.595 3.377 -2.537 -0.29
C -0.347 4.649 -3.480 -0.09
C 0.644 5.786 -3.084 -0.02
C 1.357 5.652 -1.690 -0.01
C 1.121 4.393 -0.745 -0.01
H 2.390 3.229 4.867 0.10
H 1.207 4.429 3.999 -0.19
H 0.694 3.727 5.630 0.12
H -0.121 1.720 4.712 0.17
H -0.338 2.814 3.249 0.10
H 2.463 3.704 2.160 -0.01
H 0.814 0.133 0.793 0.18
H 2.716 2.014 -1.061 0.11
H 1.415 -0.464 -2.138 0.09
H -2.191 1.030 0.337 0.15
H -1.182 1.440 1.815 0.12
H -3.186 2.962 1.431 0.15
H -2.531 3.481 -0.209 0.07
H -3.150 4.692 2.726 0.14
H -1.400 4.775 3.533 0.13
H -1.358 2.602 -2.953 -0.05
H -0.886 4.741 -4.487 0.10
H 0.859 6.694 -3.768 0.12
H 2.085 6.491 -1.380 0.10
H 1.699 4.412 0.244 0.03
Rb 1.410 5.596 2.785 1.14
C 3.366 -4.348 -2.039 0.10
C 2.038 -4.497 -1.942 -0.20
C 1.433 -5.704 -1.312 -0.29
O 0.225 -5.799 -1.224 0.19
C 2.341 -6.749 -0.819 0.15
C 3.684 -6.600 -0.920 -0.11
C 4.281 -5.377 -1.527 -0.28
O 5.491 -5.264 -1.586 0.16
O 4.525 -7.547 -0.476 0.24
O 1.185 -3.547 -2.417 0.11
H 3.813 -3.473 -2.493 0.13
H 1.889 -7.631 -0.380 0.16
H 5.427 -7.204 -0.661 0.16
H 0.286 -3.886 -2.229 0.13
Br -2.828 3.721 -2.837 0.64
O -5.439 5.834 3.912 -0.62
V -5.212 7.224 4.940 1.14
O -4.977 8.611 5.959 -0.55
O 2.061 -7.234 -3.700 0.00
H 1.096 -7.213 -3.750 0.07
H 2.301 -8.062 -4.145 0.06
F 2.337 -6.919 1.479 -0.26
Al 4.990 2.313 2.645 1.13
O -9.260 6.610 3.753 -0.06
H -8.475 6.050 3.815 0.01
H -9.405 6.704 2.803 0.04
C -6.236 5.118 8.941 -0.70
O -6.178 5.644 7.838 0.00
N -6.814 3.911 9.144 0.16
N -5.727 5.696 10.053 0.16
H -6.872 3.462 10.040 0.10
H -7.205 3.448 8.339 0.11
H -5.289 6.597 9.942 0.11
H -5.765 5.282 10.967 0.10
B 3.080 -10.380 -7.967 -0.89
O 2.866 -9.952 -6.574 0.24
C 2.032 -10.830 -6.018 -0.38
O 1.649 -10.769 -4.873 0.16
C 1.668 -11.854 -7.000 -0.38
O 0.931 -12.790 -6.811 0.19
O 2.281 -11.600 -8.158 0.26
O 2.669 -9.327 -8.908 0.25
C 3.742 -9.007 -9.635 -0.38
O 3.750 -8.171 -10.504 0.19
C 4.883 -9.822 -9.209 -0.37
O 5.999 -9.776 -9.665 0.19
O 4.506 -10.639 -8.223 0.25

Energy / hartree: -7936.578037, -3619.541644, -4317.473481, -7322.557805